# 1
Density functional theory data (ωB97M-V/def2-TZVPD) for C17H53FeN4O8 as an isolated structure in a non-equilibrium geometry.

As for the multiplicity: 6. The value obtained for the HOMO energy (spin up / spin down) is -12.7 / -12.7 eV. Its gap between HOMO and LUMO (spin up / spin down) is 4.71 / 2.26 eV. As for the total charge: +2. As for the energy relative to the best compared isomer or geometry (same formula, charge and spin): 3.4 kcal/mol. The calculation puts the strongest force on any atom at 1.75 eV/Å. The value obtained for the total energy is -75195.71459 eV. As for the LUMO energy (spin up / spin down): -7.946 / -10.398 eV.

Positions of all 83 atoms, in Å:
Fe: 21.4906 14.9722 47.3852
C: 19.2176 16.2354 49.3844
O: 20.2393 15.8810 48.5215
H: 19.5482 17.0992 49.9755
H: 18.2720 16.5508 48.9228
H: 18.9692 15.4129 50.0656
O: 22.9250 16.3924 47.7684
H: 23.3162 16.7940 48.5688
H: 23.5378 16.6192 47.0473
O: 20.0464 13.6243 46.7114
H: 19.5430 12.9491 47.1998
H: 19.8598 13.4500 45.7685
O: 20.9335 16.2310 45.8578
H: 20.2113 16.8614 45.6772
H: 21.6247 16.4430 45.2062
C: 19.2835 14.3415 57.2530
C: 18.3044 14.1210 56.0950
C: 19.0115 14.0518 54.7469
O: 18.1005 13.7575 53.6999
C: 18.7286 13.8754 52.4459
N: 17.5300 12.8977 56.3576
H: 18.7511 14.3279 58.2039
H: 19.9065 15.2311 57.2031
H: 19.8747 13.4202 57.3193
H: 17.5545 14.9205 56.0617
H: 19.6982 13.1970 54.8662
H: 19.5636 14.9725 54.5271
H: 17.9335 13.6303 51.7428
H: 19.5369 13.1522 52.2619
H: 19.2239 14.8487 52.3503
H: 16.9219 12.8164 55.5437
H: 18.1477 12.0871 56.3172
C: 17.6372 16.2775 45.7125
C: 16.5814 15.2350 46.0463
C: 15.1449 15.7781 46.1362
O: 14.9650 16.8535 47.0226
C: 15.0112 16.4068 48.3700
N: 16.6328 14.1537 45.0294
H: 18.5867 15.7790 45.8855
H: 17.6070 17.2034 46.2993
H: 17.5652 16.7102 44.7082
H: 16.9430 14.8012 46.9852
H: 14.4836 14.9448 46.3949
H: 14.9337 16.1664 45.1368
H: 14.3168 15.5842 48.5859
H: 14.7412 17.2304 49.0188
H: 16.0038 15.9932 48.5807
H: 15.7982 13.5886 45.1785
H: 16.4482 14.6018 44.1315
C: 16.4556 16.3835 51.7221
C: 16.5847 17.8088 52.2679
C: 15.9497 18.8662 51.3491
O: 16.4284 18.7868 50.0026
C: 17.7107 19.3569 49.8679
N: 15.9119 17.7844 53.5909
H: 16.9082 15.6514 52.3929
H: 16.9972 16.2815 50.7785
H: 15.3965 16.1318 51.6257
H: 17.6694 17.9385 52.3160
H: 16.1478 19.8721 51.7337
H: 14.8635 18.7597 51.3534
H: 18.0398 18.9985 48.8873
H: 18.4720 19.0382 50.5897
H: 17.7206 20.4493 49.8642
H: 15.7860 18.7425 53.9238
H: 14.9498 17.5475 53.3357
C: 21.9442 17.0088 52.2716
C: 22.9966 16.1738 52.9678
C: 22.3464 15.2283 53.9758
O: 23.3586 14.4596 54.5734
C: 22.9270 13.7246 55.7005
N: 23.8616 15.5206 52.0071
H: 22.4001 17.7575 51.6204
H: 21.2769 17.4741 52.9975
H: 21.3115 16.4212 51.5868
H: 23.5563 16.8933 53.5739
H: 21.6616 14.5173 53.4985
H: 21.7810 15.8333 54.6911
H: 22.0462 13.1337 55.4140
H: 22.6677 14.3904 56.5274
H: 23.6939 13.0180 56.0058
H: 24.3497 14.7677 52.4929
H: 23.3399 15.0497 51.2736

Atomic forces in eV per Å
-1.509 0.773 0.420
0.923 0.734 1.074
-0.397 -0.390 0.155
-0.112 -0.109 -0.118
-0.073 -0.268 -0.675
-0.102 -0.347 -0.247
0.752 -0.095 -0.256
-0.270 -0.327 0.041
0.002 0.037 0.265
0.332 -0.373 -0.171
0.148 0.187 0.008
-0.036 0.163 0.204
0.764 0.323 -1.030
-0.055 -0.340 0.348
-0.372 0.002 -0.049
-0.348 -0.926 -0.037
-0.585 0.314 0.350
0.135 -0.564 0.818
0.522 0.326 -0.153
-0.167 -0.760 0.346
0.132 0.298 -0.644
-0.234 0.330 -0.137
0.062 -0.029 -0.199
0.479 0.291 -0.105
0.188 0.100 0.000
0.323 0.238 -0.387
-0.004 -0.003 -0.006
0.150 0.539 -0.425
-0.029 -0.280 0.419
-0.410 0.346 -0.330
-0.175 -0.344 0.320
-0.048 0.057 0.117
-0.100 0.878 -0.140
0.130 -0.078 -0.122
0.686 0.393 -0.140
-0.064 -0.417 0.396
-0.136 -0.262 -0.165
-0.151 0.574 0.311
0.267 0.055 -0.328
-0.298 -0.381 0.576
0.031 -0.629 -0.245
-0.502 -0.163 0.142
-0.177 0.023 -0.150
-0.368 -0.112 0.022
-0.183 0.044 -0.363
0.357 0.144 -0.012
0.117 0.329 0.366
0.235 -0.299 -0.035
0.173 -0.162 -0.049
0.011 0.111 -0.010
-0.339 -0.837 0.028
0.466 -0.058 0.026
0.162 0.069 0.773
0.205 -0.202 -0.901
-0.048 0.749 -0.846
-0.179 0.295 0.278
-0.467 0.073 -0.190
0.069 -0.168 -0.359
-0.055 0.597 0.645
0.066 0.021 0.127
0.001 -0.236 -0.283
0.195 0.337 -0.061
-0.312 -0.178 0.286
-0.276 0.043 0.031
0.395 -0.102 0.177
0.068 -0.338 0.431
-0.367 -0.097 -0.617
-0.715 0.218 0.318
0.276 -0.339 -0.241
0.586 0.341 0.114
-0.583 -0.232 -0.254
0.498 -0.371 -0.069
0.100 0.236 0.321
0.064 0.194 -0.104
0.004 -0.318 0.241
0.456 -0.235 -0.155
-0.337 0.159 -0.258
0.006 -0.076 0.276
-0.046 0.037 0.224
0.006 -0.048 0.038
0.222 0.230 -0.075
0.206 0.247 -0.092
-0.343 0.040 0.201

---

# 2
Density functional theory data (ωB97M-V/def2-TZVPD) for a 11-piece molecular cluster, C17H56N10O11 overall in a non-equilibrium geometry.

As for the multiplicity: 1. The value obtained for the HOMO energy is -8.4 eV. Its gap between HOMO and LUMO is 8.44 eV. As for the energy relative to the best compared isomer or geometry (same formula, charge and spin): 253.3 kcal/mol. The calculation puts the strongest force on any atom at 10.57 eV/Å. Its SMILES is NC(N)=O.NC(N)=O.NC(N)=O.NC(N)=O.NC(N)=O.CC(C)O.CC(C)O.CC(C)O.CO.CO.CO. The value obtained for the total energy is -55954.59146 eV. As for the LUMO energy: 0.083 eV.

Positions of all 94 atoms, in Å:
N: 1.5455 -1.8729 1.2117
C: 2.0575 -2.9899 1.6427
N: 1.7645 -3.2099 2.8757
O: 2.6015 -3.8469 0.7807
H: 1.7915 -1.6389 0.1367
H: 0.6675 -1.4799 1.4987
H: 2.2505 -3.9729 3.2957
H: 1.2155 -2.6039 3.3997
N: 0.5515 -2.2549 -2.7253
C: 1.7155 -1.9829 -2.2503
N: 1.8645 -1.0259 -1.4103
O: 2.7315 -2.8139 -2.5393
H: 0.4615 -3.0489 -3.3963
H: -0.3155 -1.7989 -2.4073
H: 2.8505 -0.6919 -1.3073
H: 1.1515 -0.3359 -1.2403
N: -1.0625 -2.0179 2.0857
C: -2.1445 -1.7119 1.3537
N: -2.7335 -0.6029 1.6367
O: -2.5105 -2.4199 0.2177
H: -0.6805 -2.9459 1.9847
H: -0.8495 -1.6569 2.9887
H: -3.6295 -0.2669 1.0557
H: -2.2835 0.1671 2.1387
N: -5.4595 1.6901 1.8447
C: -4.7195 1.8301 0.7437
N: -4.5525 0.6411 0.2647
O: -3.9715 2.9551 0.4067
H: -5.6275 2.5191 2.3527
H: -5.9105 0.8761 2.2617
H: -3.9685 0.5241 -0.5263
H: -5.2585 -0.1339 0.4137
N: -2.5475 -0.4539 -3.8993
C: -2.5305 -0.7109 -2.6603
N: -2.0545 -1.8269 -2.3883
O: -2.8255 0.1651 -1.7103
H: -2.7265 0.5361 -4.2413
H: -2.2525 -1.1139 -4.6233
H: -2.1865 -2.1109 -1.4293
H: -1.9505 -2.5129 -3.1193
C: 1.1355 -1.0629 5.7057
C: -0.1975 -0.6529 5.1297
C: 0.1065 0.2631 3.8427
O: -1.0105 -1.5389 4.7507
H: 1.7605 -0.1519 5.6647
H: 1.6695 -1.8279 5.1307
H: 1.1115 -1.3899 6.6997
H: -0.7225 -0.0769 5.8357
H: -0.6945 0.8501 3.3717
H: 0.5475 -0.3689 3.0397
H: 0.9535 0.8681 3.8627
H: -1.6255 -1.7819 5.4797
C: 1.2185 1.4831 0.6957
C: -0.2235 1.2991 0.2307
C: -0.8925 2.4321 -0.6203
O: -0.3505 0.2321 -0.3813
H: 1.5655 0.6771 1.1717
H: 1.4455 2.3641 1.3047
H: 1.8065 1.4921 -0.2293
H: -0.8695 1.1401 1.1587
H: -1.9535 2.1871 -0.8763
H: -0.3945 2.6221 -1.5923
H: -0.8585 3.4031 -0.1223
H: -1.1955 0.1961 -0.8183
C: 2.1305 1.8671 -3.0783
C: 0.9155 1.2321 -3.7073
C: 0.1415 2.2121 -4.5583
O: 1.1255 0.0981 -4.2323
H: 2.0515 2.8321 -2.6113
H: 2.7535 2.2611 -3.8833
H: 2.6125 1.1471 -2.5203
H: 0.2825 0.8031 -2.8663
H: -0.3335 2.9971 -3.9503
H: -0.5775 1.7991 -5.1663
H: 0.7265 2.7231 -5.2523
H: 0.9555 -0.6859 -3.6353
C: -3.4245 2.7431 -3.5393
O: -3.1115 2.0021 -4.7383
H: -2.5085 2.9891 -2.9153
H: -4.0235 2.2491 -2.7533
H: -3.7865 3.7051 -3.7253
H: -3.4715 2.4201 -5.5583
C: 4.4285 -0.6609 3.1937
O: 3.0355 -0.2159 3.0847
H: 4.7845 -1.1199 4.1317
H: 5.0445 0.2281 2.8547
H: 4.5455 -1.4259 2.3767
H: 2.5265 -0.8369 2.4747
C: 5.0425 0.2921 -0.2443
O: 4.5785 -0.8959 -0.7943
H: 5.5365 -0.0209 0.6637
H: 4.2285 0.9931 0.0217
H: 5.6725 0.8711 -0.9043
H: 5.3205 -1.1139 -1.3183

Atomic forces in eV per Å
1.011 4.103 -4.850
1.539 -4.592 -6.706
0.982 -3.012 2.969
-1.194 3.212 4.307
-0.820 -0.827 2.817
-0.147 -0.250 0.164
-0.218 -0.417 0.519
-0.584 1.049 1.053
-4.136 -1.007 -2.421
7.496 -7.260 -1.703
2.131 3.879 2.115
-3.781 3.702 0.629
0.441 1.043 1.186
0.840 -0.406 -0.044
-0.835 -0.823 -0.067
-0.509 0.034 -0.086
0.242 -1.951 -0.734
0.087 -3.317 -5.403
-3.342 3.075 -0.105
1.321 2.221 5.265
-0.223 -0.120 -0.517
-0.952 0.408 0.404
3.010 -0.875 1.567
-0.127 -0.885 0.019
-1.587 1.896 2.037
3.820 5.802 0.728
-1.566 -3.726 -2.746
-4.457 -5.839 1.565
-0.198 0.892 0.520
0.600 0.181 -0.932
0.764 -0.333 -1.628
0.956 1.691 -0.444
-0.921 3.341 -5.683
-1.806 6.107 3.342
1.396 -6.097 2.353
0.802 -2.012 -2.618
0.071 -1.526 0.320
-0.143 0.404 0.780
0.005 -0.793 1.089
-0.167 -0.109 0.300
1.112 0.806 -1.205
5.037 6.774 -0.247
-0.314 -1.659 -0.472
-5.727 -6.861 -1.039
-0.056 -0.572 0.173
-0.205 0.209 -0.065
-0.344 -0.571 1.609
-0.082 1.666 1.307
-0.176 -0.390 0.588
-0.815 -0.054 0.503
1.286 1.553 1.131
0.623 -0.117 -1.057
-0.969 3.106 -2.636
-1.165 7.926 5.289
0.247 0.749 0.061
0.625 -8.880 -4.928
1.007 -3.201 2.171
-0.316 -0.037 -0.300
0.226 0.550 0.023
0.519 1.322 -0.068
0.921 0.140 0.610
0.170 -0.532 0.455
-0.253 -0.078 0.234
-1.323 -0.316 -0.607
-0.022 1.956 -2.235
-3.278 4.085 5.327
0.180 0.855 1.887
2.411 -7.609 -4.725
-0.975 0.124 1.151
0.584 -0.859 -0.493
1.412 -1.165 1.306
-0.458 2.482 0.359
0.114 -0.314 0.007
-1.929 -1.456 -0.929
1.707 0.937 -1.063
0.290 1.419 -1.434
1.820 -0.209 1.876
-0.738 1.060 -0.296
-0.413 -0.668 -1.198
-0.214 -0.348 -1.103
-1.057 1.320 -0.742
0.334 -0.398 1.374
-0.518 0.314 -2.712
0.437 -1.022 0.319
-0.661 0.544 -0.063
-0.410 -1.055 0.890
0.284 0.471 0.813
1.134 0.889 0.709
-0.570 1.301 1.516
-1.065 0.308 -0.284
0.588 0.742 0.439
0.036 -0.573 -0.011
0.492 -0.034 -0.248
0.654 -1.489 -1.330

---

# 3
Density functional theory data (ωB97M-V/def2-TZVPD) for C17H6F3N3O7SeW as an isolated structure.

As for the multiplicity: 1. The value obtained for the HOMO energy is -15.4 eV. Its gap between HOMO and LUMO is 6.21 eV. As for the total charge: +2. As for the energy relative to the best compared isomer or geometry (same formula, charge and spin): 0.0 kcal/mol. The calculation puts the strongest force on any atom at 0.95 eV/Å. The value obtained for the total energy is -111828.49571 eV. As for the LUMO energy: -9.176 eV.

Positions of all 38 atoms, in Å:
W: 0.4166 1.1628 0.8754
O: 4.0617 -0.8609 0.9132
C: 3.3391 -0.6859 1.7498
O: 1.8203 0.4843 0.2156
C: 2.6622 -0.6823 2.9761
C: 3.3428 -1.5664 3.8592
C: 2.8645 -1.7596 5.1205
C: 1.7143 -1.1290 5.5634
C: 1.0456 -0.2934 4.6954
C: 1.4870 0.0059 3.4036
O: 0.8010 0.9367 2.7445
N: -0.2244 0.3038 5.1879
O: -0.2298 0.6543 6.3380
O: -1.1427 0.3483 4.3989
N: 3.5941 -2.6824 6.0290
O: 3.1190 -2.8252 7.1261
O: 4.5874 -3.1971 5.5757
H: 4.2396 -2.0956 3.5549
H: 1.3392 -1.2850 6.5686
Se: -3.5294 -1.0924 -0.5414
C: -2.1533 -0.3050 -0.0477
N: -1.1332 0.2841 0.3142
F: 1.1559 10.1005 -1.9948
C: -0.0304 9.6030 -1.6476
F: -0.8468 9.6710 -2.7049
F: -0.5418 10.3610 -0.6759
C: 0.0823 8.1581 -1.1902
C: 1.2692 7.4570 -1.3818
C: 1.3466 6.1415 -0.9848
C: 0.2206 5.5326 -0.3919
C: -0.9789 6.2569 -0.2010
C: -1.0376 7.5688 -0.6028
C: 0.2964 4.2058 -0.0021
C: 0.3659 3.0173 0.3467
H: 2.1192 7.9464 -1.8346
H: 2.2566 5.5739 -1.1221
H: -1.8310 5.7767 0.2594
H: -1.9411 8.1471 -0.4640

Atomic forces in eV per Å
0.049 -0.449 0.091
-0.063 0.057 -0.038
0.057 0.138 0.150
-0.545 0.158 -0.162
0.011 -0.115 0.207
0.043 -0.009 -0.094
-0.031 0.000 0.058
-0.008 0.018 -0.044
-0.098 0.035 -0.025
-0.157 -0.071 0.578
0.336 -0.089 -0.887
0.038 0.024 -0.037
0.011 0.011 0.006
-0.001 -0.033 -0.014
-0.005 -0.010 0.020
0.002 0.004 0.001
0.007 0.005 -0.013
-0.009 0.011 -0.017
0.032 -0.028 0.010
0.030 0.023 0.027
0.007 -0.064 -0.117
0.293 0.270 0.230
-0.042 -0.003 0.005
0.014 -0.014 -0.048
0.021 0.011 0.014
-0.003 -0.008 0.020
0.040 0.012 0.003
-0.025 0.023 0.006
0.022 -0.003 -0.002
-0.026 0.039 -0.003
0.027 -0.021 0.015
-0.006 0.002 0.002
-0.017 -0.035 -0.034
0.003 0.113 0.114
0.003 -0.001 -0.008
-0.003 0.001 -0.004
-0.005 0.002 -0.006
-0.001 -0.004 -0.003